ORCA calculation (ωB97M-V/def2-TZVPD) on C3H9NO2 in the gas phase in a non-equilibrium geometry.

## Properties
Total charge: 0
2S+1: 1
ΔE to the lowest compared entry with this formula, charge and spin: 52.74 kcal per mole
SMILES string: NC[C@@H](O)CO

Each line ends with the Mulliken charge.
Element x y z (Å)
N1 2.247355 -0.270737 -0.060517  -0.71
C1 0.879607 -0.674976 -0.086315  -0.78
C2 -0.044686 0.371991 0.376875  0.06
O1 0.080886 1.448617 -0.614389  -0.59
C3 -1.482910 0.029430 0.453463  -0.41
O2 -1.815133 -0.581147 -0.750590  -0.52
H1 2.904909 -0.928912 -0.639050  0.26
H2 2.171169 0.513255 -0.729341  0.31
H3 0.717444 -1.534363 0.594187  0.34
H4 0.529153 -0.919932 -1.036065  0.42
H5 0.264477 0.899393 1.353171  0.41
H6 -0.063073 2.309864 -0.027337  0.35
H7 -1.716682 -0.637927 1.326596  0.35
H8 -2.034923 1.011385 0.551170  0.20
H9 -2.637600 -1.035936 -0.711864  0.31

Atoms 1-3, force components in eV/Å:
2.301 0.214 -2.350
-0.415 -2.153 2.214
0.994 3.425 1.168

ORCA calculation (ωB97M-V/def2-TZVPD) on 2 unconnected molecules or ions with the total composition C5H12O.

## Properties
Total charge: 0
2S+1: 1
ΔE to the lowest compared entry with this formula, charge and spin: 30.16 kcal per mole
SMILES string: C=C[C@@H](C)O.C

Each line ends with the Mulliken charge.
Element x y z (Å)
C1 -0.969599 -1.631498 0.183407  -0.52
C2 -0.334088 -0.572784 0.667585  -0.67
C3 0.879334 0.053828 0.035421  0.49
C4 2.091242 -0.549653 0.739816  -1.32
O1 0.889716 -0.225274 -1.353562  -0.53
H1 -0.683166 -2.061488 -0.771365  0.25
H2 -1.824284 -2.056069 0.700440  0.29
H3 -0.658106 -0.105572 1.597075  0.31
H4 0.854957 1.145842 0.194765  0.23
H5 3.039376 -0.169322 0.343483  0.41
H6 2.049918 -1.634991 0.606849  0.33
H7 2.050433 -0.332057 1.812536  0.36
H8 1.735445 0.083148 -1.703919  0.31
C5 -1.867684 1.663129 -0.641128  -0.95
H9 -1.513304 2.182927 0.256494  0.23
H10 -1.210917 1.894365 -1.484798  0.22
H11 -2.899141 1.950190 -0.848919  0.34
H12 -1.830847 0.590999 -0.470767  0.22

Atoms 1-3, force components in eV/Å:
0.081 0.078 0.073
-0.073 -0.261 0.023
-0.037 -0.011 0.353

ORCA calculation (ωB97M-V/def2-TZVPD) on 17 unconnected molecules or ions with the total composition C24H13BrCl64N2O6.

## Properties
Total charge: 0
2S+1: 1

Each line ends with the Mulliken charge.
Element x y z (Å)
C1 6.961603 -2.092003 -1.990543  -0.85
C2 6.581345 -2.343363 -3.460630  -0.55
C3 5.125904 -2.050828 -3.829709  -0.13
Br1 4.023520 -3.708226 -3.693112  -0.24
O1 4.566241 -1.073517 -3.002476  -0.03
C4 3.396465 -0.523822 -3.445083  -0.09
O2 3.261710 -0.122786 -4.552199  -0.61
N1 2.403000 -0.505189 -2.424791  0.44
C5 1.113814 -0.999813 -2.945778  -0.71
C6 0.166181 -1.324314 -1.762225  -0.08
C7 -0.436230 -2.712204 -1.765048  0.35
O3 -0.821657 -3.256033 -0.773040  -0.61
O4 -0.534094 -3.281365 -2.987204  -0.39
C8 2.272700 0.832932 -1.835124  0.35
O5 3.524141 1.490684 -1.846739  0.23
N2 4.247972 1.116394 -0.655402  0.19
O6 5.374561 1.351486 -0.779530  -0.32
H1 8.015280 -1.791143 -1.933503  0.36
H2 6.826934 -2.991488 -1.381379  0.26
H3 6.376383 -1.287039 -1.541215  0.09
H4 6.782713 -3.393001 -3.704530  0.41
H5 7.217515 -1.738889 -4.119004  0.31
H6 5.032181 -1.778526 -4.885818  0.50
H7 1.302124 -1.900483 -3.536471  0.60
H8 0.655058 -0.226874 -3.579955  0.33
H9 -0.643234 -0.584053 -1.714772  0.40
H10 0.718467 -1.256440 -0.815078  0.11
H11 -0.482221 -4.249893 -2.866792  0.16
H12 1.540262 1.447014 -2.380092  0.44
H13 1.946082 0.730737 -0.790462  -0.74
C9 0.325791 0.768727 2.804439  0.22
Cl1 -0.213733 2.396610 3.212434  0.00
Cl2 -1.017435 -0.170396 2.149167  -0.11
Cl3 1.595549 0.900341 1.579446  -0.11
Cl4 0.962967 -0.024077 4.245358  -0.11
C10 0.138200 -7.497213 -3.635671  0.24
Cl5 -0.928690 -7.700195 -5.030905  -0.10
Cl6 1.466547 -6.411079 -4.070092  -0.03
Cl7 -0.775641 -6.791889 -2.301538  -0.03
Cl8 0.785975 -9.064038 -3.153169  -0.10
C11 -4.642306 -8.365992 -1.169535  0.34
Cl9 -4.945109 -9.993572 -0.545528  -0.11
Cl10 -6.181542 -7.555965 -1.471190  -0.10
Cl11 -3.718007 -7.451810 0.026698  -0.09
Cl12 -3.722904 -8.474070 -2.670099  -0.06
C12 -1.928514 -9.047142 4.034482  0.30
Cl13 -2.898941 -9.242438 2.572945  -0.03
Cl14 -0.621648 -7.900522 3.720165  -0.11
Cl15 -2.954488 -8.430726 5.337390  -0.09
Cl16 -1.249258 -10.604355 4.511383  -0.06
C13 -2.629002 -14.312669 5.541714  0.27
Cl17 -3.134861 -12.850638 6.389025  0.03
Cl18 -2.679423 -14.034053 3.797525  -0.08
Cl19 -0.979597 -14.728628 6.021453  -0.10
Cl20 -3.716665 -15.642084 5.955809  -0.11
C14 5.414826 4.305851 -4.352286  0.16
Cl21 4.686092 2.740341 -4.708527  -0.05
Cl22 5.221475 4.676473 -2.634600  -0.04
Cl23 7.133924 4.266787 -4.762510  -0.11
Cl24 4.603060 5.564338 -5.291658  0.02
C15 1.072212 5.587566 -1.045409  -0.14
Cl25 -0.173203 5.241471 0.160126  0.07
Cl26 2.055793 6.952010 -0.509512  0.01
Cl27 2.104193 4.169655 -1.243550  0.23
Cl28 0.301835 5.974371 -2.589114  -0.12
C16 3.644964 4.739713 3.060833  0.18
Cl29 4.764766 6.046955 2.646845  -0.10
Cl30 3.511167 3.647977 1.680793  0.09
Cl31 4.249953 3.855959 4.465597  -0.10
Cl32 2.067706 5.435641 3.428759  -0.08
C17 -3.939554 4.314520 0.424051  0.11
Cl33 -3.636749 4.015713 -1.290470  -0.09
Cl34 -3.827930 6.046996 0.748075  0.01
Cl35 -5.548534 3.730260 0.855742  -0.11
Cl36 -2.725494 3.465607 1.388736  0.05
C18 2.328268 7.645970 -7.885515  0.34
Cl37 1.355797 6.239470 -7.444733  -0.07
Cl38 3.492814 7.189147 -9.131388  -0.10
Cl39 1.274791 8.924541 -8.494997  -0.07
Cl40 3.193132 8.224083 -6.455792  -0.10
C19 -3.337865 2.856454 6.403492  0.24
Cl41 -3.696853 4.362281 7.255489  -0.10
Cl42 -3.600556 3.084378 4.671063  -0.03
Cl43 -1.653538 2.406476 6.689977  -0.09
Cl44 -4.393882 1.572407 6.994912  -0.02
C20 -4.483088 10.270343 0.344141  0.34
Cl45 -3.742361 11.725951 1.013599  -0.09
Cl46 -4.590635 9.031540 1.601383  -0.09
Cl47 -6.102563 10.647899 -0.246792  -0.10
Cl48 -3.494120 9.661204 -0.986455  -0.07
C21 -6.396100 -1.719934 8.616515  0.35
Cl49 -6.654146 -3.352111 9.237954  -0.10
Cl50 -7.945563 -0.882078 8.490863  -0.09
Cl51 -5.335993 -0.832044 9.715866  -0.09
Cl52 -5.646136 -1.809853 7.019690  -0.08
C22 3.357300 10.633612 1.567841  0.25
Cl53 1.832207 10.607428 0.676559  -0.08
Cl54 4.649998 11.200616 0.506092  -0.10
Cl55 3.212861 11.717795 2.954308  -0.10
Cl56 3.732107 9.000274 2.129453  0.01
C23 -5.647104 -10.532115 9.082460  0.35
Cl57 -4.207556 -10.104791 8.148781  -0.06
Cl58 -6.999255 -9.518507 8.570735  -0.10
Cl59 -6.043150 -12.229340 8.801653  -0.10
Cl60 -5.331884 -10.274095 10.800231  -0.10
C24 -2.593159 7.983750 -8.786490  0.32
Cl61 -2.198483 7.919312 -7.065846  -0.05
Cl62 -4.346979 7.987369 -8.990037  -0.11
Cl63 -1.915846 9.456686 -9.488351  -0.09
Cl64 -1.904903 6.577596 -9.602629  -0.08

Atoms 1-3, force components in eV/Å:
0.087 0.007 -0.011
0.048 -0.038 0.261
0.377 0.052 -0.418

For reference, HOMO-LUMO gap by record: 10.2, 10.4, 9.5 eV.
For reference, LUMO level by record: 0.7794, 0.8766, -0.3858 eV.